[1]
{"formula": "C20H53FFeO7", "method": "ωB97M-V/def2-TZVPD", "lumo_ha": [-0.2577, -0.4107], "total_charge": 2, "multiplicity": 7, "mol_weight_g_mol": 480.480, "species": ["Fe", "C", "C", "O", "H", "H", "H", "H", "H", "F", "C", "C", "C", "O", "H", "H", "H", "H", "H", "H", "H", "H", "C", "C", "C", "O", "H", "H", "H", "H", "H", "H", "H", "H", "C", "C", "C", "O", "H", "H", "H", "H", "H", "H", "H", "H", "C", "C", "C", "O", "H", "H", "H", "H", "H", "H", "H", "H", "C", "C", "C", "O", "H", "H", "H", "H", "H", "H", "H", "H", "C", "C", "C", "O", "H", "H", "H", "H", "H", "H", "H", "H"], "xyz": [[-9.418, -2.009, -13.030], [-6.535, -0.729, -9.903], [-8.000, -0.397, -10.354], [-8.537, -1.141, -11.449], [-6.484, -1.758, -9.546], [-6.221, -0.131, -9.047], [-5.805, -0.468, -10.670], [-8.013, 0.652, -10.648], [-8.611, -0.331, -9.453], [-11.286, -1.953, -12.272], [-12.698, -5.300, -10.571], [-12.786, -6.430, -11.601], [-13.832, -6.252, -12.647], [-11.519, -6.540, -12.205], [-13.691, -5.245, -10.125], [-12.492, -4.323, -11.010], [-11.967, -5.376, -9.766], [-12.922, -7.382, -11.086], [-14.843, -6.143, -12.253], [-13.763, -6.951, -13.480], [-13.610, -5.279, -13.084], [-11.458, -7.378, -12.669], [-9.543, 0.883, -15.947], [-9.323, 1.078, -14.401], [-10.188, 2.179, -13.832], [-9.969, -0.109, -13.927], [-8.797, 1.346, -16.594], [-10.463, 1.331, -16.324], [-9.494, -0.173, -16.212], [-8.270, 1.206, -14.154], [-10.181, 2.261, -12.745], [-11.250, 2.176, -14.078], [-9.884, 3.159, -14.201], [-10.860, 0.163, -14.158], [-8.500, -4.596, -10.332], [-8.333, -4.478, -11.805], [-7.896, -5.795, -12.541], [-9.440, -3.958, -12.445], [-7.504, -4.594, -9.890], [-9.110, -5.448, -10.032], [-9.037, -3.743, -9.917], [-7.448, -3.858, -11.951], [-8.441, -6.706, -12.293], [-6.878, -5.975, -12.196], [-7.945, -5.770, -13.630], [-10.068, -4.683, -12.434], [-14.977, 0.763, -15.076], [-14.004, -0.374, -15.536], [-13.710, -0.284, -17.076], [-12.907, -0.411, -14.730], [-15.893, 0.748, -15.667], [-14.522, 1.753, -15.058], [-15.243, 0.490, -14.054], [-14.586, -1.264, -15.296], [-14.669, -0.555, -17.516], [-12.899, -0.966, -17.331], [-13.348, 0.723, -17.286], [-13.070, -0.662, -13.818], [-11.834, -4.695, -15.477], [-10.529, -3.893, -15.628], [-10.353, -3.354, -17.073], [-10.600, -2.751, -14.809], [-11.808, -5.558, -16.142], [-12.805, -4.212, -15.583], [-11.791, -4.927, -14.413], [-9.731, -4.566, -15.313], [-11.114, -2.716, -17.523], [-9.998, -4.051, -17.833], [-9.391, -2.845, -17.133], [-11.320, -2.281, -15.236], [-13.189, -0.946, -7.649], [-12.373, -1.711, -8.606], [-11.493, -2.923, -8.038], [-13.238, -2.144, -9.652], [-14.080, -1.456, -7.282], [-13.621, -0.162, -8.271], [-12.684, -0.496, -6.794], [-11.697, -0.942, -8.980], [-10.880, -2.448, -7.272], [-10.930, -3.299, -8.892], [-12.143, -3.669, -7.580], [-12.784, -2.195, -10.496]], "atomic_forces_ev_per_a": [[-5.69, 0.21, 0.19], [-0.63, 0.16, -0.66], [1.46, -1.35, 0.17], [0.97, 1.15, 1.58], [0.12, -0.11, -0.40], [-0.60, 0.30, 0.08], [-0.04, -0.53, -0.17], [-0.17, 0.67, -0.82], [-1.04, -0.57, -0.28], [2.54, 0.14, -0.86], [-0.82, -0.06, -0.26], [0.38, -0.58, 1.45], [-0.30, 1.43, -0.49], [1.78, 0.58, -0.77], [0.07, 0.30, 0.25], [-0.16, -0.01, -0.49], [0.02, -0.72, -0.12], [-0.37, 0.01, 0.38], [0.02, -0.47, 0.02], [-0.18, -0.35, 0.33], [-0.12, 0.25, -0.26], [0.01, -0.10, -0.10], [1.01, 0.89, -0.33], [-1.11, 0.99, -2.53], [0.27, 1.69, 0.31], [1.66, -2.03, 2.01], [0.35, 0.22, 0.36], [-0.33, -0.26, 0.44], [-0.17, -0.03, 0.17], [-0.13, -0.60, 0.34], [0.40, -0.27, 0.10], [-0.08, -0.74, -0.46], [0.33, 0.01, -0.06], [-1.51, -1.10, 0.17], [-0.43, 0.05, 0.79], [3.10, -2.51, -0.33], [0.06, -0.01, 0.91], [-0.51, 2.08, -1.06], [-0.16, -0.43, 0.25], [0.31, -0.27, -0.03], [0.10, 0.33, -0.12], [-0.26, 0.86, -0.42], [-0.42, 0.26, 0.50], [0.12, -0.15, -0.36], [0.28, 0.61, 0.00], [-1.65, -0.28, -0.34], [0.60, -0.93, 0.02], [-3.46, 0.92, -1.23], [0.37, -0.17, 2.45], [3.90, 0.11, 0.80], [0.10, 0.16, -0.03], [0.03, -0.02, -0.24], [-0.22, 0.28, 0.14], [-0.06, -0.48, -0.61], [0.40, 0.26, -0.54], [-0.22, -0.27, -0.26], [-0.39, 0.04, -0.34], [-0.62, -0.06, 0.03], [0.75, 0.04, 1.00], [-1.57, -0.98, -3.16], [2.28, -0.48, -0.21], [1.29, 0.65, 1.67], [0.00, -0.14, 0.35], [0.29, 0.65, -0.52], [-0.39, -0.95, -0.03], [0.27, 0.42, -0.06], [-0.30, -0.17, 0.50], [-1.09, -1.00, 0.12], [-0.01, 1.06, 0.58], [-0.47, 1.25, 0.56], [-1.71, 0.67, 0.56], [1.41, -1.59, -0.18], [-1.48, 2.18, -0.50], [-0.25, -0.01, 0.12], [0.20, -0.49, 0.13], [0.01, 0.43, 0.28], [0.28, -0.15, -0.19], [0.59, -0.16, -0.48], [0.40, -0.44, 0.00], [0.16, -0.27, 0.31], [0.14, -0.09, -0.17], [0.30, 0.04, 0.08]], "lowdin_spin": [4.287, 0.026, 0.136, 0.805, 0.005, 0.001, 0.002, 0.079, 0.025, 0.321, 0.000, 0.000, 0.000, 0.000, 0.000, 0.000, 0.000, 0.000, 0.000, 0.000, 0.000, 0.000, 0.005, 0.008, 0.004, 0.088, 0.001, 0.000, 0.000, 0.000, 0.000, 0.000, 0.001, 0.001, 0.006, 0.013, 0.006, 0.096, 0.000, 0.000, 0.001, 0.003, 0.000, 0.001, 0.000, 0.003, 0.000, 0.000, 0.000, 0.001, 0.000, 0.000, 0.000, 0.000, 0.000, 0.000, 0.000, 0.000, 0.003, 0.005, 0.002, 0.056, 0.001, 0.000, 0.000, 0.000, 0.000, 0.001, 0.000, 0.001, 0.000, 0.000, 0.000, 0.003, 0.000, 0.000, 0.000, 0.000, 0.000, 0.000, 0.000, 0.001]}


[2]
{"formula": "C4H6N2O", "method": "ωB97M-V/def2-TZVPD", "lumo_ha": 0.0324, "e_above_lowest_kj_mol": 256.6, "mol_weight_g_mol": 98.105, "species": ["N", "C", "O", "C", "C", "C", "N", "H", "H", "H", "H", "H", "H"], "xyz": [[-2.164, 0.406, -0.969], [-2.289, 0.286, 0.285], [-1.273, -0.049, 1.107], [-0.058, -0.399, 0.549], [1.043, -0.344, 1.284], [2.747, 0.092, -1.466], [3.790, 0.443, -1.119], [-3.060, 0.659, -1.377], [-3.197, 0.425, 0.888], [-0.131, -0.723, -0.486], [1.770, -0.232, -1.771], [1.008, 0.028, 2.304], [2.001, -0.658, 0.885]], "atomic_forces_ev_per_a": [[-0.18, -0.02, 0.56], [-0.06, 0.01, -0.29], [-0.03, 0.04, 0.07], [0.21, -0.03, 0.00], [-0.18, 0.01, -0.05], [0.94, 0.34, 0.26], [-1.08, -0.39, -0.41], [0.09, -0.03, -0.01], [0.25, 0.00, -0.25], [0.07, 0.01, 0.21], [0.21, 0.11, 0.00], [-0.01, -0.09, -0.14], [-0.23, 0.04, 0.06]], "mulliken_charge": [-0.589, 0.117, -0.358, -0.030, -0.536, 0.166, -0.363, 0.237, 0.360, 0.298, 0.216, 0.245, 0.238]}


[3]
{"formula": "C28H32Cl8F32O5", "method": "ωB97M-V/def2-TZVPD", "lumo_ha": 0.0042, "e_above_lowest_kj_mol": 0.0, "mol_weight_g_mol": 1340.119, "species": ["C", "C", "C", "F", "F", "F", "F", "O", "C", "C", "F", "F", "F", "F", "H", "H", "H", "H", "C", "C", "C", "F", "F", "F", "F", "O", "C", "C", "F", "F", "F", "F", "H", "H", "H", "H", "C", "C", "C", "F", "F", "F", "F", "O", "C", "C", "F", "F", "F", "F", "H", "H", "H", "H", "C", "C", "C", "F", "F", "F", "F", "O", "C", "C", "F", "F", "F", "F", "H", "H", "H", "H", "C", "C", "C", "O", "C", "H", "H", "H", "H", "H", "H", "H", "H", "C", "Cl", "Cl", "H", "H", "C", "Cl", "Cl", "H", "H", "C", "Cl", "Cl", "H", "H", "C", "Cl", "Cl", "H", "H"], "xyz": [[-2.630, 3.877, -4.974], [-4.057, 3.367, -4.798], [-4.334, 2.978, -3.338], [-4.089, 4.023, -2.510], [-5.624, 2.592, -3.179], [-4.883, 4.362, -5.199], [-4.303, 2.293, -5.571], [-1.638, 3.076, -4.364], [-0.918, 2.231, -5.188], [-0.093, 1.330, -4.260], [0.638, 0.496, -5.029], [0.711, 2.066, -3.458], [-1.717, 1.514, -5.992], [-0.136, 2.986, -5.994], [-2.490, 4.899, -4.629], [-2.466, 3.962, -6.054], [-3.684, 2.150, -3.042], [-0.760, 0.780, -3.589], [2.448, 3.842, 4.560], [1.127, 4.510, 4.963], [1.382, 5.711, 5.870], [2.098, 5.331, 6.952], [2.041, 6.699, 5.228], [0.440, 4.840, 3.845], [0.329, 3.637, 5.639], [2.222, 2.665, 3.810], [3.181, 2.318, 2.910], [2.586, 1.231, 2.027], [3.441, 0.752, 1.103], [2.071, 0.195, 2.729], [3.494, 3.362, 2.109], [4.318, 1.973, 3.541], [3.088, 3.625, 5.417], [3.036, 4.560, 3.982], [0.414, 6.100, 6.203], [1.739, 1.641, 1.470], [4.067, -4.850, -3.517], [3.402, -5.905, -4.405], [1.882, -5.922, -4.255], [1.380, -6.878, -5.085], [1.559, -6.221, -2.975], [3.719, -5.675, -5.704], [3.905, -7.125, -4.068], [3.585, -3.593, -3.915], [4.272, -2.508, -3.436], [3.552, -1.224, -3.832], [4.012, -0.143, -3.161], [3.737, -1.029, -5.178], [4.276, -2.569, -2.077], [5.553, -2.530, -3.842], [5.133, -4.943, -3.747], [3.911, -5.111, -2.469], [1.469, -4.956, -4.554], [2.474, -1.311, -3.654], [-3.738, 3.665, 4.748], [-4.191, 4.838, 3.887], [-3.093, 5.854, 3.597], [-3.565, 6.921, 2.888], [-2.453, 6.306, 4.708], [-4.725, 4.408, 2.722], [-5.230, 5.475, 4.520], [-2.530, 3.142, 4.257], [-2.517, 1.789, 4.038], [-1.077, 1.394, 3.678], [-0.981, 0.093, 3.368], [-0.629, 2.148, 2.650], [-2.878, 1.133, 5.147], [-3.350, 1.482, 3.030], [-4.597, 2.988, 4.791], [-3.628, 3.979, 5.788], [-2.371, 5.346, 2.939], [-0.428, 1.560, 4.541], [0.055, -2.536, -0.139], [0.778, -1.224, 0.146], [0.642, -0.476, -1.163], [0.873, -1.543, -2.118], [0.278, -2.745, -1.630], [-0.997, -2.538, 0.147], [0.478, -3.364, 0.437], [1.818, -1.397, 0.422], [0.341, -0.709, 1.007], [1.352, 0.325, -1.341], [-0.398, -0.170, -1.325], [1.018, -3.523, -1.838], [-0.645, -2.979, -2.166], [-3.548, -5.248, -3.530], [-4.572, -5.381, -4.992], [-1.941, -4.616, -3.983], [-4.036, -4.502, -2.917], [-3.461, -6.228, -3.083], [4.809, -4.457, 1.360], [3.335, -3.462, 1.291], [4.577, -5.988, 0.487], [5.652, -3.945, 0.909], [5.029, -4.690, 2.395], [-4.271, -3.288, 1.863], [-3.231, -4.322, 0.877], [-3.952, -1.542, 1.720], [-5.288, -3.488, 1.547], [-4.164, -3.524, 2.916], [0.578, -2.942, 3.916], [1.237, -1.743, 5.041], [-1.189, -3.080, 4.061], [0.973, -2.750, 2.924], [0.980, -3.926, 4.143]], "atomic_forces_ev_per_a": [[0.36, 0.53, -1.34], [0.40, 0.57, 0.81], [-0.11, -0.46, 0.18], [-0.08, 0.06, -0.28], [0.15, 0.20, -0.12], [-0.11, 0.01, 0.05], [-0.01, -0.22, -0.04], [-0.07, -0.92, 0.06], [-0.22, 1.48, 0.55], [-0.32, -0.25, 0.19], [0.09, 0.11, 0.28], [0.14, 0.03, -0.49], [0.13, -0.28, 0.11], [0.17, -0.33, -0.06], [-0.41, -0.13, 0.50], [-0.02, -0.25, 0.01], [-0.06, 0.02, -0.05], [0.02, -0.26, -0.32], [0.82, 0.50, 0.10], [1.07, -1.35, -0.64], [-1.24, 0.63, 0.25], [0.12, -0.10, -0.18], [0.20, -0.30, -0.14], [0.05, 0.52, 0.21], [0.15, 0.14, 0.24], [-0.55, -0.18, -0.15], [-0.17, 0.33, 0.51], [-1.46, -0.43, -1.12], [0.60, 0.04, 0.42], [0.62, 0.05, 0.45], [0.13, 0.04, -0.23], [0.18, -0.26, -0.08], [-0.43, -0.14, 0.29], [-0.35, 0.12, -0.14], [0.11, 0.03, 0.05], [0.08, 0.43, 0.14], [0.88, -1.13, -0.55], [0.22, 0.25, 0.46], [0.02, -0.14, -0.90], [-0.01, 0.14, 0.42], [-0.02, 0.04, -0.12], [-0.21, -0.03, 0.17], [-0.08, 0.26, 0.01], [-0.36, 0.89, -0.10], [-0.29, -0.62, 0.57], [-0.99, 0.34, -1.07], [0.31, -0.43, -0.14], [0.18, 0.00, 0.59], [0.29, 0.10, 0.17], [0.10, 0.12, 0.04], [0.00, 0.08, 0.15], [-0.23, 0.31, 0.04], [-0.13, -0.05, 0.22], [0.24, -0.11, 0.14], [-1.10, 0.54, 0.65], [-0.90, 0.71, 0.83], [0.94, -0.07, -1.65], [-0.12, -0.39, 0.69], [-0.59, -0.27, -0.10], [0.58, -0.12, -0.23], [0.39, -0.24, 0.29], [0.20, -0.54, -0.12], [0.73, 0.89, -0.63], [0.78, 0.26, 0.97], [-0.44, -0.16, -0.47], [-0.21, -0.14, -0.27], [-0.39, -0.45, 0.12], [-0.40, -0.41, 0.09], [0.31, -0.36, -0.44], [0.32, 0.32, -0.15], [0.08, 0.20, 0.34], [-0.06, 0.19, -0.02], [0.15, -0.66, 0.53], [-0.37, 0.43, 0.98], [-0.24, -1.52, -0.36], [0.16, 0.84, -0.39], [0.37, -0.06, -0.19], [-0.06, 0.39, -0.20], [0.11, 0.04, -0.05], [0.11, 0.05, -0.38], [-0.13, 0.09, -0.15], [0.01, 0.02, -0.08], [0.04, 0.51, 0.27], [-0.20, -0.16, 0.06], [0.03, 0.12, -0.01], [-0.15, 0.50, -0.93], [0.12, -0.16, 0.27], [-0.22, -0.26, 0.24], [0.14, -0.16, 0.31], [0.10, 0.05, 0.10], [-0.12, -0.29, -0.02], [0.41, -0.05, 0.01], [0.06, 0.12, 0.06], [-0.21, 0.22, -0.12], [-0.13, 0.01, 0.02], [-0.35, 0.19, 0.17], [0.12, 0.17, 0.09], [0.06, -0.34, -0.18], [-0.02, 0.18, -0.03], [0.23, -0.21, -0.08], [0.43, -0.68, 0.26], [-0.04, -0.21, -0.09], [0.36, 0.17, -0.38], [-0.71, 0.59, -0.22], [-0.06, 0.11, 0.48]], "mulliken_charge": [-1.038, 0.982, 0.225, -0.266, -0.273, -0.317, -0.281, -0.389, 0.838, 0.542, -0.261, -0.275, -0.282, -0.300, 0.507, 0.401, 0.176, 0.027, -1.349, 1.232, 0.030, -0.270, -0.267, -0.272, -0.288, -0.276, 0.798, 0.482, -0.269, -0.122, -0.306, -0.303, 0.401, 0.507, 0.322, 0.038, -0.727, 1.002, 0.218, -0.306, -0.251, -0.299, -0.321, -0.399, 0.818, 0.829, -0.267, -0.301, -0.254, -0.322, 0.406, 0.201, 0.245, -0.190, -0.951, 1.019, 0.213, -0.298, -0.244, -0.272, -0.335, -0.267, 0.756, 0.209, -0.064, -0.316, -0.314, -0.277, 0.414, 0.362, 0.196, 0.175, 0.025, 0.976, -0.743, -0.312, 0.222, -0.134, 0.308, -0.156, -0.631, 0.421, 0.163, 0.071, -0.322, -0.285, -0.166, -0.092, 0.237, 0.302, -0.481, -0.043, -0.163, 0.287, 0.375, -0.456, -0.113, -0.063, 0.374, 0.247, 0.346, -0.158, -0.136, -0.513, 0.424]}